Molecular formula: C4H9NOS
Method: DFT, wB97M-V/def2-TZVPD

Computed properties:
ΔE to the lowest compared entry with this formula, charge and spin = 406.5 kJ/mol
structure (SMILES) = CN=C(C)C.O=S
orbital gap (alpha / beta) = 7.58 / 7.55 eV
HOMO (alpha / beta) = -8.60 / -8.56 eV
E_LUMO (alpha / beta) = -1.0 / -1.0 eV
total charge = 0

Each line ends with the Mulliken charge.
CARTESIAN COORDINATES (ANGSTROEM)
C: -0.591 1.813 0.092  -1.11
N: -0.477 0.340 0.207  -0.34
C: 0.545 -0.364 -0.070  0.73
C: 0.351 -1.882 0.162  -0.89
C: 1.946 0.061 -0.506  -1.21
H: -0.786 2.153 -0.910  0.33
H: -1.342 1.984 0.736  0.41
H: 0.252 2.392 0.448  0.36
H: 1.040 -2.231 -0.688  0.29
H: -0.700 -2.273 0.044  0.23
H: 0.804 -2.306 1.200  0.21
H: 2.723 -0.668 -0.268  0.35
H: 2.257 1.022 -0.124  0.37
H: 1.662 0.274 -1.569  0.30
O: -4.194 -0.083 1.285  -0.33
S: -3.489 -0.231 -0.038  0.30

---

Molecular formula: C6H11NO2
Method: DFT, wB97M-V/def2-TZVPD

Computed properties:
ΔE to the lowest compared entry with this formula, charge and spin = 505.6 kJ/mol
orbital gap = 9.08 eV
HOMO = -9.45 eV
E_LUMO = -0.4 eV
total charge = 0

Each line ends with the Mulliken charge.
CARTESIAN COORDINATES (ANGSTROEM)
C: -1.328 0.717 1.502  -0.61
N: -1.052 2.004 1.105  -0.50
C: 0.133 -0.265 1.424  -0.42
C: 0.773 -0.814 2.298  -0.21
H: -0.610 2.567 1.821  0.25
H: -0.483 2.008 0.223  0.37
H: -1.886 0.157 0.753  0.31
H: -1.688 0.620 2.523  0.36
H: 1.316 -1.337 3.044  0.46
C: -0.938 -0.459 -2.282  -0.74
C: 1.835 -0.932 -0.576  -1.48
C: 0.572 -0.090 -0.446  1.34
O: -0.540 -0.815 -0.964  -0.34
O: 0.648 1.141 -0.700  -0.75
H: -1.913 -0.916 -2.448  0.25
H: -1.026 0.623 -2.395  0.33
H: -0.221 -0.843 -3.017  0.28
H: 1.655 -1.947 -0.228  0.37
H: 2.113 -0.947 -1.631  0.36
H: 2.639 -0.474 -0.004  0.37

---

Number 1: largest force on an atom 3.73 eV Å⁻¹. Number 2: largest force on an atom 2.56 eV Å⁻¹.